A structure of composition C30H22BrMnN6O4. Source: the Open Molecules 2025 dataset; level of theory: the ωB97M-V functional and the def2-TZVPD basis.

The geometry in ORCA input format:
```
! RIJCOSX wB97M-V def2-TZVPD def2/J DEFGRID3
* xyz 1 2
Mn -0.02 0.26 -0.02
O -1.65 5.31 0.69
C -0.72 5.13 1.63
C -0.53 6.18 2.54
C 0.41 6.08 3.53
C 1.21 4.94 3.66
C 1.03 3.90 2.78
C 0.07 3.97 1.76
C -0.08 2.81 0.86
O 0.64 1.76 1.06
N -0.95 2.90 -0.14
N -1.01 1.68 -0.76
C -0.88 1.54 -2.03
C -0.91 0.16 -2.55
C -0.96 -0.10 -3.91
C -1.02 -1.42 -4.32
C -1.01 -2.43 -3.36
C -0.89 -2.08 -2.03
N -0.83 -0.81 -1.62
H -1.67 4.52 0.11
H -1.15 7.06 2.43
H 0.54 6.91 4.22
H 1.95 4.89 4.44
H 1.63 3.00 2.84
H -0.76 2.38 -2.70
H -0.97 0.72 -4.62
H -1.08 -1.67 -5.37
H -1.07 -3.47 -3.64
H -0.83 -2.83 -1.25
Br 4.08 4.19 7.31
C 3.43 2.43 7.10
C 3.65 1.49 8.08
C 3.15 0.21 7.91
C 2.46 -0.13 6.75
C 2.23 0.83 5.77
C 2.71 2.12 5.95
N 2.03 -1.51 6.77
N 1.72 -2.18 5.78
C 1.81 -1.73 4.44
C 3.00 -1.73 3.77
C 3.05 -1.40 2.40
C 1.89 -1.12 1.73
O 1.84 -0.76 0.39
C 0.65 -1.10 2.40
N -0.45 -0.71 1.71
C -1.61 -0.69 2.32
C -1.77 -1.07 3.67
C -0.67 -1.42 4.39
C 0.60 -1.44 3.76
H 4.19 1.75 8.98
H 3.29 -0.55 8.67
H 1.66 0.63 4.88
H 2.53 2.87 5.20
H 3.92 -1.96 4.30
H 4.00 -1.35 1.89
H -2.46 -0.35 1.74
H -2.76 -1.04 4.11
H -0.75 -1.70 5.44
C 2.80 -2.95 -0.27
C 2.28 -1.60 -0.65
O 2.17 -1.16 -1.75
H 2.82 -3.55 -1.18
H 2.19 -3.43 0.49
H 3.82 -2.88 0.11
*
```

Values from the calculation:
E_LUMO (alpha / beta): -0.13210 / -0.13560 Ha
orbital gap (alpha / beta): 6.91 / 6.81 eV
E_tot: -5510.69140 a.u.
max |F|: 0.5 eV Å⁻¹
⟨S²⟩: 0.98
HOMO (alpha / beta): -10.506 / -10.503 eV

A structure of composition C30H22BrN5RuS7 at a distorted geometry. Source: the Open Molecules 2025 dataset; level of theory: the ωB97M-V functional and the def2-TZVPD basis.

The geometry in ORCA input format:
```
! RIJCOSX wB97M-V def2-TZVPD def2/J DEFGRID3
* xyz -1 2
Ru 0.49 0.25 -0.64
C 1.32 0.06 2.55
N 0.38 -0.05 1.43
C -0.80 -0.42 1.79
C -1.73 -0.81 0.80
C -3.05 -1.26 0.86
C -3.40 -1.55 -0.46
C -2.28 -1.27 -1.25
N -1.26 -0.83 -0.49
C 2.56 0.90 2.43
C 3.54 0.59 1.49
C 4.70 1.34 1.41
C 4.90 2.41 2.28
C 3.94 2.71 3.23
C 2.78 1.95 3.30
H 1.66 -0.96 2.78
H 0.74 0.41 3.42
H -1.07 -0.52 2.84
H -3.66 -1.33 1.74
H -4.35 -1.92 -0.82
H -2.19 -1.40 -2.31
H 3.39 -0.25 0.83
H 5.45 1.10 0.67
H 5.81 3.00 2.21
H 4.09 3.54 3.91
H 2.03 2.19 4.05
S -1.29 1.86 -1.48
C -1.44 2.56 0.13
C -2.63 2.79 0.80
C -2.64 3.30 2.09
C -3.89 3.46 2.78
N -4.89 3.57 3.34
C -1.43 3.62 2.72
C -0.22 3.42 2.04
C -0.22 2.88 0.77
S 1.25 2.53 -0.14
C -1.39 4.13 4.07
N -1.37 4.52 5.15
H -3.57 2.52 0.32
H 0.71 3.66 2.52
C -1.16 -1.02 -5.63
C 0.03 -0.54 -4.84
C 1.32 -0.55 -5.34
C 2.37 -0.12 -4.55
C 2.09 0.28 -3.26
Br 3.52 0.88 -2.19
N 0.87 0.30 -2.74
C -0.14 -0.08 -3.54
H -1.01 -0.86 -6.70
H -2.07 -0.51 -5.32
H -1.31 -2.09 -5.47
H 1.51 -0.89 -6.35
H 3.38 -0.10 -4.92
H -1.12 -0.01 -3.11
C -1.50 -4.04 2.37
S 0.12 -3.63 1.68
C -0.21 -3.77 -0.04
C 0.45 -3.08 -0.98
S 1.70 -1.86 -0.78
S 0.04 -3.50 -2.62
C -1.13 -4.71 -2.31
S -1.94 -5.55 -3.48
S -1.38 -4.93 -0.62
H -1.40 -3.90 3.44
H -1.77 -5.08 2.18
H -2.26 -3.37 1.97
*
```

Values from the calculation:
E_LUMO (alpha / beta): 0.07328 / 0.06109 Ha
orbital gap (alpha / beta): 6.69 / 6.48 eV
E_tot: -6886.53327 a.u.
max |F|: 1.3 eV Å⁻¹
⟨S²⟩: 0.76
HOMO (alpha / beta): -4.694 / -4.821 eV